Version P
19
Properties=species:S:1:pos:R:3 method="wB97M-V/def2-TZVPD" homo_energy_ev=-2.26 gap_ev=5.9 total_charge=-1 mol_weight_g_mol=119.14
O 2.1720 0.8168 1.6787
C 2.3151 -0.3242 1.1506
C 1.4856 -1.0350 0.3224
C 0.3525 -0.3767 -0.4379
C -1.0685 -0.9764 -0.4740
C -1.9028 -0.6460 -1.7003
O -1.7119 -1.6844 -2.7015
H 3.2614 -0.8435 1.4427
H 1.8387 -2.0048 -0.0269
H -0.9166 -1.5278 -3.1913
H 0.7015 -0.4734 -1.5255
H 0.3367 0.6856 -0.2282
H -1.0437 -2.0458 -0.2213
H -1.6236 -0.5215 0.3687
H -2.9636 -0.5749 -1.4703
H -1.5654 0.2172 -2.2943
H -0.3595 3.0784 1.5279
H -0.5175 3.8621 2.8349
O -1.0231 3.4068 2.1513

---

Version Q
19
Properties=species:S:1:pos:R:3 method="wB97M-V/def2-TZVPD" homo_energy_ev=-4.52 gap_ev=8.5 total_charge=-1 mol_weight_g_mol=119.14
C -1.1696 -1.1052 0.9701
C -0.1531 -1.0324 2.0904
C -1.7078 0.2806 0.6348
O -0.5222 -1.6541 -0.1892
H -1.9350 -1.8690 1.1344
H 0.6327 -0.3340 1.7822
H -0.8399 0.8800 0.3341
H -2.4913 0.3920 -0.1037
H -1.9111 0.7590 1.6074
H 0.1993 -1.0564 -0.5327
H 0.4012 -1.9516 2.2506
H -0.5042 -0.6815 3.0700
C 1.2814 1.0164 -2.5412
C 1.6956 1.1093 -1.0309
O 1.9402 2.2431 -0.5974
O 1.5772 0.0371 -0.3675
H 0.1906 1.0225 -2.5593
H 1.6023 0.0531 -2.9317
H 1.7137 1.8910 -3.0206

---

Stability verdict: version Q, ahead by 228.9 kJ/mol

---

Version P
57
Properties=species:S:1:pos:R:3 method="wB97M-V/def2-TZVPD" homo_energy_ev=-8.57 smiles="CCOC(=O)CCCNC(=O)CCNC(=O)c1ccc(OCC(C)C)cc1" gap_ev=9.4 mol_weight_g_mol=378.47
C -4.0835 -2.5607 2.3228
C -5.1410 -2.0479 1.3591
O -4.6640 -2.2117 0.0220
C -4.7324 -1.1823 -0.8149
O -5.2512 -0.1244 -0.5579
C -4.0961 -1.5458 -2.1409
C -3.3228 -0.3818 -2.7608
C -2.1224 0.0409 -1.9101
N -2.5395 0.7327 -0.7166
C -2.3311 0.2864 0.5278
O -1.7347 -0.7444 0.7890
C -2.8533 1.2199 1.6147
C -1.9969 2.4964 1.6292
N -0.6015 2.1780 1.4298
C -0.0069 2.3411 0.2183
O -0.5063 3.0056 -0.6717
C 1.3185 1.6801 0.0918
C 2.3585 2.3479 -0.5521
C 3.5884 1.7495 -0.6984
C 3.8056 0.4512 -0.2263
O 5.0513 -0.0460 -0.4206
C 5.3495 -1.3518 0.0309
C 6.8194 -1.6401 -0.2834
C 7.7239 -0.7197 0.5310
C 7.1365 -3.1062 -0.0046
C 2.7572 -0.2318 0.3844
C 1.5277 0.3828 0.5441
H -3.9469 -3.6309 2.1944
H -3.1358 -2.0669 2.1208
H -4.3889 -2.3601 3.3459
H -5.3537 -0.9869 1.5261
H -6.0722 -2.6172 1.4512
H -4.9040 -1.8444 -2.8138
H -3.4457 -2.4056 -1.9803
H -2.9679 -0.6792 -3.7483
H -3.9939 0.4713 -2.8785
H -1.4716 0.7060 -2.4879
H -1.5464 -0.8310 -1.5905
H -3.0496 1.5911 -0.8517
H -2.7704 0.7003 2.5710
H -3.8997 1.4623 1.4292
H -2.1222 3.0290 2.5765
H -2.2728 3.1633 0.8087
H -0.1811 1.5363 2.0842
H 2.1839 3.3449 -0.9270
H 4.4055 2.2604 -1.1829
H 4.7067 -2.0821 -0.4803
H 5.1777 -1.4289 1.1135
H 6.9737 -1.4328 -1.3470
H 7.6159 -0.9255 1.5942
H 8.7648 -0.8679 0.2546
H 7.4589 0.3182 0.3490
H 8.1789 -3.3138 -0.2319
H 6.9609 -3.3399 1.0435
H 6.5155 -3.7607 -0.6120
H 2.8829 -1.2446 0.7331
H 0.7164 -0.1809 0.9830

---

Version Q
57
Properties=species:S:1:pos:R:3 method="wB97M-V/def2-TZVPD" homo_energy_ev=-8.21 gap_ev=8.6 mol_weight_g_mol=378.47
C -2.2836 -2.5500 -0.0080
C -2.9718 -2.3027 -1.3769
O -3.9668 -1.2197 -1.2772
C -5.2039 -1.7325 -0.5252
C -6.2893 -0.7796 -0.7740
C -6.0786 0.4896 0.3627
N -4.7466 0.8970 0.3593
C -3.7947 0.8662 1.0820
O -4.1657 0.5312 2.2301
C -2.3082 1.0618 0.8503
C -1.4315 0.7523 1.6979
C -0.1377 0.8074 1.2811
C 0.4082 1.2574 0.1618
C -0.5735 2.1432 -0.4930
C -1.9488 1.8514 -0.3556
H -2.7163 2.3350 -0.7455
O -0.3464 2.6620 -1.5843
C 0.8408 3.3461 -1.8206
H 1.7109 2.7618 -2.2909
H 1.2399 3.9779 -0.9140
H 0.6537 4.1054 -2.8001
O 1.5796 1.6985 0.0724
C 2.7252 1.0669 0.6882
C 3.9768 1.6954 0.4205
C 5.2180 1.1161 0.6769
N 5.3281 -0.4365 0.5570
C 6.2500 -1.1130 -0.2318
O 7.1961 -0.0540 -0.6131
C 6.0859 -2.4233 -0.5188
H 5.3096 -2.6219 -1.1527
H 7.0546 -2.4999 -1.2800
H 6.1330 -3.0555 0.1202
C 4.0749 -1.1188 0.9730
H 4.0917 -2.3421 0.6781
C 2.7916 -0.6008 0.2722
H 1.9593 -0.8604 0.6019
H 2.9544 -0.6106 -0.9876
H 3.9284 -1.0543 2.3076
H 6.1457 1.4275 0.6060
H 5.0246 1.1654 2.1034
H 4.0860 2.6162 0.7049
H 4.0169 1.6751 -0.5982
H 2.4790 1.0240 1.7451
H 0.6428 0.1091 2.0613
H -1.7849 0.0491 2.4734
H -4.1388 1.0117 -0.7587
H -6.0815 0.1749 1.3982
H -6.5711 1.2587 0.1207
H -6.2955 -0.1685 -1.7621
H -7.4275 -0.9446 -0.3330
H -4.9720 -1.7995 0.5095
H -5.6264 -2.6065 -0.9475
H -3.3832 -3.1736 -1.8307
H -2.3885 -1.9905 -2.0482
H -1.8097 -1.6836 0.4017
H -1.4755 -3.1389 -0.0962
H -2.9876 -3.0532 0.6063

---

Stability verdict: version P, ahead by 2071.1 kJ/mol